Entry 1:
Below is the ion C6H11N2O4S2 with charge -1 in a non-equilibrium geometry, with properties calculated with the ωB97M-V functional and the def2-TZVPD basis.

Geometry as ORCA input:
```
! RIJCOSX wB97M-V def2-TZVPD def2/J DEFGRID3
* xyz -1 1
C -1.102 -1.244 2.615
C 1.052 0.016 1.769
C 0.045 -0.979 1.323
C 1.286 0.526 -0.983
C 1.304 2.869 -1.856
C 0.509 1.784 -1.118
N -0.722 -0.515 0.296
N -2.443 -2.366 -0.380
O -1.175 -0.333 3.395
O -1.621 -2.324 2.453
O -1.439 -0.823 -2.062
O -0.030 -2.569 -1.059
S 2.253 0.129 0.341
S -1.046 -1.563 -0.891
H 0.610 0.994 1.935
H 1.641 -0.298 2.627
H 0.483 -1.974 1.151
H 1.484 -0.052 -1.870
H 2.190 3.146 -1.284
H 0.689 3.757 -2.001
H 1.623 2.506 -2.832
H -0.398 1.546 -1.678
H 0.214 2.151 -0.133
H -2.248 -2.729 0.548
H -3.158 -1.657 -0.303
*
```

Calculated values
Energy above the lowest of the compared OMol25 structures with the same formula, charge and spin in eV: 1.398
E_LUMO (alpha / beta) in hartree: 0.1063 / 0.0854
HOMO (alpha / beta) in eV: -4.464 / -4.213
Largest force on an atom in Eh/bohr: 0.0294

Atomic partial charges in e from the natural (NBO) method, atoms 1 to 4: 0.859 -0.478 -0.217 -0.294

Entry 2:
Below is a cluster of 2 separate species, H4O2 in total in a non-equilibrium geometry, with properties calculated with the ωB97M-V functional and the def2-TZVPD basis.

Geometry as ORCA input:
```
! RIJCOSX wB97M-V def2-TZVPD def2/J DEFGRID3
* xyz 0 1
H 2.504 0.007 0.240
H 1.249 0.827 0.034
H -2.488 -0.517 0.003
H -1.079 -0.427 0.036
O 1.618 -0.046 -0.182
O -1.802 0.156 -0.132
*
```

Calculated values
SMILES: O.O
Energy above the lowest of the compared OMol25 structures with the same formula, charge and spin in eV: 0.207
E_LUMO in hartree: 0.0318
HOMO in eV: -11.530
Largest force on an atom in Eh/bohr: 0.0326

Atomic partial charges in e from the natural (NBO) method, atoms 1 to 4: 0.470 0.472 0.461 0.467

Look up the energy above the lowest of the compared OMol25 structures with the same formula, charge and spin of the second one. 0.207 eV